i | Molecular formula: H20O10
Method: DFT, ωB97M-V/def2-TZVPD

Calculated values
- gap between HOMO and LUMO (eV) = 10.80
- 2S+1 = 1
- SMILES = O.O.O.O.O.O.O.O.O.O
- charge = 0

Structure (XYZ):
```
30
Properties=species:S:1:pos:R:3:nbo_charge:R:1
O -0.123 3.026 1.579 -0.952
O 3.650 0.098 -0.993 -0.952
O 1.146 0.726 -1.897 -0.979
O 0.375 -2.829 -0.640 -0.924
O 2.543 -2.270 1.093 -0.927
O -0.643 0.334 3.500 -0.934
O 0.171 2.743 -1.041 -0.961
O -3.339 -0.004 -0.662 -0.975
O -0.718 0.318 0.646 -0.981
O -2.956 -2.543 -1.794 -0.932
H 2.740 -1.537 0.492 0.466
H 3.508 -0.529 -1.750 0.481
H 2.776 0.454 -0.852 0.471
H 0.247 -1.972 -1.006 0.461
H -0.918 0.697 4.327 0.472
H -0.282 0.870 1.436 0.490
H 3.427 -2.463 1.259 0.456
H 0.101 3.560 -1.259 0.454
H -3.571 -1.848 -1.571 0.475
H 0.535 1.387 -2.329 0.498
H 0.362 3.811 1.907 0.485
H -0.446 -3.220 -0.902 0.464
H 0.094 -0.306 0.595 0.485
H -0.558 2.660 -0.318 0.513
H -2.371 0.302 -0.700 0.508
H -2.697 -2.415 -0.947 0.450
H -3.779 0.452 -1.396 0.471
H 1.214 1.225 -1.097 0.471
H -0.169 2.490 2.334 0.476
H -1.067 -0.413 3.439 0.470
```

=====

ii | Molecular formula: H20O10
Method: DFT, ωB97M-V/def2-TZVPD

Calculated values
- gap between HOMO and LUMO (eV) = 10.62
- 2S+1 = 1
- SMILES = O.O.O.O.O.O.O.O.O.O
- charge = 0

Structure (XYZ):
```
30
Properties=species:S:1:pos:R:3:nbo_charge:R:1
O -9.767 -10.132 2.539 -1.010
O -6.961 -9.536 4.041 -0.964
O -6.267 -10.658 1.228 -0.973
O -9.298 -9.196 -1.918 -0.956
O -8.672 -7.890 1.595 -0.977
O -10.411 -7.172 -0.848 -1.003
O -9.019 -11.443 -0.125 -0.993
O -6.933 -6.201 -0.672 -0.961
O -5.188 -8.227 0.012 -0.970
O -9.793 -6.602 3.753 -0.960
H -7.769 -8.051 1.319 0.497
H -9.407 -9.310 2.133 0.499
H -9.412 -12.269 0.075 0.481
H -7.708 -5.975 -1.184 0.494
H -6.203 -6.043 -1.291 0.480
H -9.210 -10.360 3.340 0.493
H -6.375 -10.106 3.556 0.492
H -8.452 -9.057 -2.414 0.479
H -10.260 -8.028 -1.310 0.503
H -9.066 -11.008 0.765 0.508
H -9.061 -7.191 1.054 0.520
H -11.100 -6.721 -1.287 0.466
H -6.971 -11.180 0.850 0.477
H -6.044 -7.892 -0.323 0.486
H -9.143 -10.006 -1.492 0.505
H -5.969 -10.127 0.479 0.488
H -9.630 -6.973 4.632 0.463
H -6.652 -8.628 3.934 0.473
H -4.940 -7.527 0.642 0.478
H -9.563 -7.325 3.148 0.485
```

=====

ii has the most favorable energy; the next structure is 75.8 kcal/mol above.

=====

i | Molecular formula: H20O10
Method: DFT, ωB97M-V/def2-TZVPD

Calculated values
- gap between HOMO and LUMO (eV) = 11.07
- 2S+1 = 1
- SMILES = O.O.O.O.O.O.O.O.O.O
- charge = 0

Structure (XYZ):
```
30
Properties=species:S:1:pos:R:3:nbo_charge:R:1
O -2.378 -2.597 -2.583 -0.962
O -0.761 -0.093 0.468 -1.002
O -0.968 -0.241 -2.501 -0.977
O 1.788 -0.852 -1.770 -0.980
O 1.508 -1.295 1.397 -0.939
O -2.018 -3.703 1.297 -0.953
O 1.514 1.554 -0.344 -1.014
O -0.541 2.169 2.127 -0.991
O -0.699 2.855 -0.861 -0.929
O 2.433 1.571 2.353 -0.938
H -2.036 -4.231 0.482 0.476
H 0.028 -0.475 0.833 0.494
H 2.528 -0.799 -2.324 0.473
H 1.800 -0.033 -1.297 0.505
H -0.035 -0.380 -2.438 0.503
H 2.224 2.244 2.949 0.464
H -0.332 3.699 -0.696 0.477
H -1.921 -1.757 -2.524 0.489
H -0.615 1.267 1.743 0.501
H -3.008 -2.558 -1.907 0.454
H 1.915 1.999 0.426 0.491
H -1.276 2.732 -0.146 0.487
H 1.706 -1.856 2.153 0.481
H -1.072 0.557 -2.981 0.488
H 1.301 -2.045 0.815 0.482
H 1.555 1.312 2.034 0.478
H -1.835 -2.798 1.053 0.477
H -0.697 2.049 3.065 0.474
H 0.600 1.852 -0.353 0.493
H -0.708 -0.151 -0.469 0.495
```

=====

ii | Molecular formula: H20O10
Method: DFT, ωB97M-V/def2-TZVPD

Calculated values
- gap between HOMO and LUMO (eV) = 9.79
- 2S+1 = 1
- SMILES = O.O.O.O.O.O.O.O.O.O
- charge = 0

Structure (XYZ):
```
30
Properties=species:S:1:pos:R:3:nbo_charge:R:1
O 1.628 -3.414 -0.401 -0.920
O 0.652 -1.880 -1.629 -0.920
O -3.268 -2.236 -0.760 -0.921
O 2.007 0.377 1.109 -0.962
O -2.304 2.834 -0.106 -0.932
O 1.941 -1.604 2.839 -0.960
O 0.119 0.990 -0.489 -0.925
O -3.241 -0.752 0.443 -0.889
O 3.967 1.935 -2.057 -0.928
O -0.287 4.104 0.725 -0.953
H 1.204 -1.061 -1.925 0.467
H 1.476 -3.181 0.531 0.466
H 1.931 -0.655 1.095 0.492
H 1.442 -1.004 3.304 0.485
H -0.880 3.754 1.449 0.474
H -0.560 0.451 -0.742 0.433
H -0.220 -1.624 -1.912 0.449
H 2.906 -1.480 2.898 0.489
H 1.330 -4.242 -0.519 0.458
H 4.374 1.829 -1.266 0.455
H -1.996 1.939 -0.489 0.471
H -0.774 4.245 -0.067 0.479
H -4.091 -2.574 -0.925 0.452
H -3.173 0.232 0.344 0.422
H -3.171 -1.349 -1.170 0.472
H -4.158 -0.785 0.276 0.461
H 3.077 1.555 -1.958 0.474
H -3.101 2.546 0.296 0.455
H 2.870 0.449 0.749 0.465
H 0.298 0.604 0.357 0.490
```

=====

i has the most favorable energy; the next structure is 135.3 kcal/mol above.